No. 1
The following is a quantum chemistry calculation of a structure of composition C45H80MgN11O, from the OMol25 dataset.

Positions of all 138 atoms, in Å:
Mg 2.3002 0.0814 1.3325
C -0.3474 0.1410 -0.7194
O 0.9379 0.2082 -0.1135
H -0.3191 -0.3423 -1.6959
H -0.9578 -0.5217 -0.1058
H -0.9847 1.0213 -0.8030
C 5.7344 0.8426 -3.2336
C 6.3374 0.0582 -2.0333
C 6.1987 0.8254 -0.7071
C 4.8942 0.9650 -0.0999
N 3.8187 1.0247 0.3248
H 5.9529 0.2313 -4.1092
H 6.0488 1.8830 -3.3167
H 4.6577 0.7857 -3.0735
H 7.4036 -0.0905 -2.2045
H 5.9834 -0.9694 -2.1168
H 6.6229 1.8175 -0.8620
H 6.8067 0.4219 0.1026
C -3.3479 2.1279 1.2220
C -2.1118 2.6137 2.0296
C -2.3693 4.0030 2.7183
C -2.7769 5.0710 1.7731
N -3.1923 5.8450 1.0341
H -3.9106 1.5661 1.9676
H -3.0482 1.4808 0.3977
H -3.8340 3.0033 0.7914
H -1.3469 2.6943 1.2573
H -1.8229 2.0826 2.9365
H -1.4409 4.2651 3.2257
H -3.0840 3.9283 3.5380
C 2.3825 -3.0504 -2.9361
C 3.8226 -2.9978 -2.3495
C 3.9629 -3.4283 -0.8961
C 3.2217 -2.6058 0.0807
N 2.6955 -1.9063 0.8326
H 2.0973 -4.0773 -3.1643
H 2.2917 -2.5032 -3.8745
H 1.6311 -2.6950 -2.2310
H 4.2583 -2.0160 -2.5350
H 4.3728 -3.6434 -3.0340
H 4.9785 -3.7465 -0.6608
H 3.2954 -4.2881 -0.8378
C -1.1464 -3.3171 -0.8102
C -0.6849 -3.9730 0.5365
C -1.6164 -5.0194 1.1435
C -1.1751 -5.7646 2.3664
N -0.8904 -6.3739 3.3031
H -1.4506 -4.0651 -1.5423
H -0.3009 -2.8175 -1.2831
H -1.9972 -2.6441 -0.7031
H -0.5525 -3.2643 1.3540
H 0.2642 -4.4432 0.2793
H -1.5155 -5.8206 0.4114
H -2.6822 -4.7935 1.1122
C -3.3794 1.2772 -3.2324
C -2.5972 1.4049 -4.5313
C -3.1665 0.5204 -5.7211
C -4.6106 0.6717 -5.9751
N -5.7592 0.7898 -6.1658
H -3.6648 0.2815 -2.8931
H -4.3412 1.7877 -3.2809
H -2.7735 1.7079 -2.4352
H -1.5415 1.2582 -4.3034
H -2.6359 2.4319 -4.8945
H -3.0563 -0.5236 -5.4279
H -2.5959 0.3960 -6.6415
C -6.3906 0.9370 0.3250
C -6.8441 2.1129 1.1063
C -7.5006 1.8715 2.4342
C -8.3021 0.6597 2.5758
N -8.9068 -0.3123 2.6574
H -5.6287 0.3815 0.8718
H -5.8312 1.1654 -0.5822
H -7.2160 0.2753 0.0623
H -7.5254 2.7032 0.4935
H -5.9869 2.7835 1.1658
H -8.0895 2.7824 2.5419
H -6.8726 1.9199 3.3238
C 5.5105 0.3883 7.6591
C 5.0575 0.5380 6.1580
C 4.7541 -0.7015 5.3804
C 4.1723 -0.3997 4.0660
N 3.6691 -0.1886 3.0262
H 5.6885 1.3500 8.1403
H 6.4164 -0.2093 7.7614
H 4.7836 -0.0158 8.3637
H 5.8467 1.1234 5.6862
H 4.2021 1.2077 6.2475
H 3.9955 -1.2560 5.9329
H 5.6590 -1.3082 5.3486
C 4.2123 3.7336 4.6706
C 3.3893 4.8785 3.9358
C 2.0538 4.3268 3.5407
C 2.0149 3.0664 2.8783
N 2.0198 2.0937 2.3028
H 5.1428 4.0346 5.1519
H 4.6409 2.9454 4.0515
H 3.7308 3.2803 5.5370
H 4.0827 5.1273 3.1324
H 3.3000 5.8315 4.4572
H 1.5543 5.0954 2.9511
H 1.4816 4.0791 4.4347
C -3.4290 -1.0887 2.9096
C -2.5666 -1.1555 4.1589
C -1.1833 -1.9381 3.9711
C -0.0998 -1.1175 3.4303
N 0.7184 -0.3721 3.0556
H -3.6632 -2.0964 2.5664
H -2.8949 -0.6641 2.0595
H -4.2798 -0.4153 3.0131
H -3.0271 -1.8959 4.8130
H -2.4636 -0.2506 4.7578
H -1.3872 -2.7634 3.2889
H -0.7735 -2.3213 4.9056
C -1.8742 -5.1085 -7.8204
C -2.8740 -4.9076 -6.6597
C -2.3646 -5.1402 -5.2458
C -1.2868 -4.2486 -4.9099
N -0.4038 -3.5120 -4.8132
H -1.0490 -4.4367 -7.5843
H -2.3443 -4.8035 -8.7553
H -1.6145 -6.1671 -7.8089
H -3.5722 -5.7229 -6.8490
H -3.4774 -4.0124 -6.8101
H -1.8874 -6.1171 -5.3233
H -3.2278 -5.2602 -4.5913
C 2.2639 2.2914 -3.1485
C 1.3233 3.4710 -3.4026
C 0.2475 3.6709 -2.3881
C 0.6494 4.1237 -1.0616
N 0.9693 4.5111 0.0027
H 1.5982 1.4729 -2.8745
H 3.0211 2.6112 -2.4327
H 2.8359 2.0539 -4.0455
H 0.8263 3.4628 -4.3727
H 1.8967 4.3855 -3.2512
H -0.4706 2.8529 -2.3291
H -0.3612 4.4948 -2.7608

Cartesian forces (eV/Å) of the 6 atoms listed first:
-2.476 0.961 -0.203
1.414 -1.196 1.501
-0.569 0.553 -0.351
0.138 0.064 -0.447
-0.487 -0.352 0.151
0.471 0.908 0.006

Computed properties:
LUMO energy   -2.08 eV
Total charge   +1
Maximum force   3.807 eV Å⁻¹
2S+1   1
Orbital gap   7.73 eV
E_tot   -71838.267 eV

=====

No. 2
The following is a quantum chemistry calculation of a cluster of 5 separate species, C45H88BrF13NO3PS in total, from the OMol25 dataset.

Positions of all 153 atoms, in Å:
C 2.4598 -0.5513 7.4693
C 1.5217 -1.0385 6.3673
C 2.2634 -1.6487 5.1661
C 2.5289 -0.6315 4.0411
C 1.4704 -0.6377 2.9200
C 1.3156 -1.9791 2.1691
C 0.9704 -1.7728 0.6764
C -0.1891 -2.6231 0.1058
C -1.2739 -1.8595 -0.6416
C -0.7145 -1.0593 -1.8473
C -0.7730 0.4573 -1.6523
C -0.0151 1.2460 -2.7048
F 0.5455 0.4710 -3.6843
F -0.8247 2.1347 -3.3498
C 1.1829 2.0354 -2.1044
F 1.8538 2.6896 -3.0736
F 2.0238 1.1199 -1.5581
C 0.8052 3.0690 -0.9830
F -0.4716 3.4809 -1.1165
F 0.9215 2.4429 0.2108
C 1.7102 4.3408 -0.8375
F 2.9656 3.8826 -0.6620
F 1.2762 4.9355 0.2896
C 1.8073 5.4907 -1.9176
F 2.2026 6.5922 -1.2518
F 2.7440 5.1624 -2.8151
C 0.5190 5.8995 -2.6777
F -0.4148 6.2522 -1.7968
F 0.7991 6.9259 -3.4689
F 0.0664 4.8943 -3.4162
O -2.0410 -0.9266 0.1222
C -2.6930 -1.3378 1.2799
O -3.3953 -2.5348 1.1545
C -3.5970 -0.1538 1.6862
N -2.8948 1.0112 2.1436
Br -4.6885 0.3353 0.0909
O -4.5670 -0.5587 2.6017
C -4.3525 -0.3882 3.9964
C -3.0759 -0.9725 4.5764
P -4.6047 1.3923 4.4914
S -3.1816 2.4101 5.3520
H 1.9080 -0.1778 8.3355
H 3.0995 0.2613 7.1059
H 3.1114 -1.3616 7.8101
H 0.9186 -0.1960 6.0164
H 0.8243 -1.7691 6.7928
H 3.2117 -2.0648 5.5188
H 1.6798 -2.4893 4.7764
H 2.5421 0.3733 4.4818
H 3.5213 -0.7842 3.6019
H 1.7110 0.1544 2.2040
H 0.5148 -0.3601 3.3871
H 2.2830 -2.4891 2.2314
H 0.5585 -2.6108 2.6397
H 0.7243 -0.7163 0.5333
H 1.8575 -1.9588 0.0640
H -0.6133 -3.2546 0.8944
H 0.2121 -3.3212 -0.6381
H -1.9757 -2.6037 -1.0366
H 0.3160 -1.3762 -2.0329
H -1.2908 -1.3073 -2.7426
H -1.8100 0.8017 -1.6972
H -0.4108 0.7307 -0.6629
H -1.9528 -1.5007 2.0799
H -4.2907 -2.3376 0.8412
H -1.9240 0.8130 2.3706
H -2.8898 1.7414 1.4418
H -5.1998 -0.9316 4.4261
H -3.0878 -0.8523 5.6631
H -2.1813 -0.4586 4.2178
H -3.0188 -2.0360 4.3270
H -5.1029 1.9355 3.3064
H -5.7477 1.2728 5.2935
C 9.7772 -2.8321 1.9572
C 8.6133 -3.8141 2.0477
C 7.3028 -3.2607 1.4915
C 6.7735 -2.0200 2.2097
C 6.5466 -2.2093 3.7077
C 5.4992 -3.2694 4.0445
H 9.5933 -1.9324 2.5462
H 10.7005 -3.2804 2.3258
H 9.9454 -2.5240 0.9230
H 8.4757 -4.1224 3.0881
H 8.8662 -4.7233 1.4956
H 6.5484 -4.0458 1.5254
H 7.4402 -3.0189 0.4324
H 5.8285 -1.7196 1.7429
H 7.4630 -1.1864 2.0530
H 6.2312 -1.2526 4.1335
H 7.4921 -2.4572 4.1974
H 4.5387 -3.0201 3.5899
H 5.3496 -3.3367 5.1228
H 5.7889 -4.2618 3.6938
C -4.3470 0.8942 -3.6346
C -4.6307 -0.1373 -4.7220
C -5.2398 0.4624 -5.9881
C -6.5886 1.1541 -5.7796
C -7.6732 0.2680 -5.1687
C -8.0206 -0.9473 -6.0228
H -5.2614 1.3789 -3.2870
H -3.8760 0.4276 -2.7691
H -3.6756 1.6735 -4.0033
H -5.2881 -0.9150 -4.3229
H -3.6978 -0.6402 -4.9914
H -5.3428 -0.3238 -6.7408
H -4.5380 1.1900 -6.4077
H -6.9394 1.5283 -6.7465
H -6.4536 2.0365 -5.1484
H -8.5719 0.8723 -5.0214
H -7.3668 -0.0624 -4.1722
H -8.3485 -0.6412 -7.0185
H -8.8250 -1.5292 -5.5714
H -7.1649 -1.6131 -6.1448
C 5.1284 -9.5917 -0.8203
C 5.3382 -8.2509 -0.1237
C 4.4767 -8.0698 1.1247
C 2.9668 -8.1116 0.8754
C 2.4624 -7.0862 -0.1390
C 2.7551 -5.6497 0.2776
H 4.1048 -9.7038 -1.1810
H 5.7907 -9.6968 -1.6802
H 5.3331 -10.4196 -0.1381
H 5.1460 -7.4384 -0.8305
H 6.3885 -8.1562 0.1643
H 4.7427 -7.1222 1.6034
H 4.7304 -8.8513 1.8477
H 2.4565 -7.9462 1.8296
H 2.6733 -9.1123 0.5478
H 1.3849 -7.2204 -0.2653
H 2.9069 -7.2770 -1.1196
H 2.3046 -5.4199 1.2468
H 2.3578 -4.9402 -0.4513
H 3.8243 -5.4720 0.3509
C -2.7489 7.2727 -4.0007
C -2.5961 8.6186 -3.2993
C -3.4017 8.7223 -2.0053
C -4.9143 8.5730 -2.1798
C -5.5473 9.5728 -3.1462
C -5.3767 11.0269 -2.7175
H -3.7773 7.0926 -4.3171
H -2.1220 7.2214 -4.8924
H -2.4562 6.4577 -3.3369
H -2.8786 9.4225 -3.9844
H -1.5413 8.7816 -3.0629
H -3.1804 9.6785 -1.5235
H -3.0549 7.9497 -1.3113
H -5.3887 8.6794 -1.1991
H -5.1454 7.5585 -2.5158
H -6.6132 9.3460 -3.2306
H -5.1309 9.4371 -4.1482
H -5.8029 11.1918 -1.7256
H -5.8766 11.7036 -3.4116
H -4.3255 11.3160 -2.6800

Cartesian forces (eV/Å) of the 6 atoms listed first:
0.086 0.105 -0.094
-0.077 -0.094 0.052
-0.071 0.073 0.022
-0.111 0.016 -0.118
-0.035 -0.096 0.485
0.364 0.425 -0.261

Computed properties:
LUMO energy   0.40 eV
Total charge   0
Maximum force   0.635 eV Å⁻¹
SMILES   CCCCCCCC[C@H](CCC(F)(F)C(F)(F)C(F)(F)C(F)(F)C(F)(F)C(F)(F)F)O[C@H](O)[C@@](N)(Br)O[C@@H](C)[PH2]=S.CCCCCC.CCCCCC.CCCCCC.CCCCCC
2S+1   1
Orbital gap   9.09 eV
E_tot   -181220.512 eV

=====

No. 3
The following is a quantum chemistry calculation of a cluster of 11 separate species, C45H88ClF9N6O15S3 in total, from the OMol25 dataset.

Positions of all 167 atoms, in Å:
C -6.4180 -2.9218 1.2315
C -6.3925 -4.0906 0.2799
O -7.3583 -4.7146 -0.0944
N -5.0594 -4.4630 -0.1449
H -4.6114 -3.6758 -0.6465
H -4.5186 -4.6240 0.7182
C -4.8665 -5.5954 -1.1244
H -6.4699 -3.2422 2.2244
H -7.3120 -2.3165 1.0114
H -5.6231 -2.1832 1.0953
H -5.5085 -6.3942 -0.8392
H -3.7984 -5.8749 -1.0169
H -5.1979 -5.2170 -2.0747
C 0.8975 0.1250 10.5407
C 1.8776 0.5294 9.5014
O 1.4848 1.3152 8.5709
N 3.0320 -0.0199 9.3686
H 3.4699 0.0120 8.4079
H 5.3251 -6.2189 -5.7021
C 3.6662 -0.8613 10.3278
H 0.2213 0.9136 10.7865
H 1.2061 -0.3636 11.4072
H 0.2484 -0.5804 10.0006
H 3.2619 -1.8601 10.4667
H 3.6810 -0.4939 11.3292
H 4.6788 -1.0236 9.9685
C -6.1549 1.9973 -7.9390
C -5.4130 3.2274 -7.2977
C -6.1176 3.7289 -6.0715
C -5.7870 2.9682 -4.8231
C -4.3474 3.1288 -4.4449
C -3.3788 2.5375 -5.5151
N -3.9114 2.7594 -6.9622
O -3.1433 2.6656 -7.7708
C -3.3761 1.0108 -5.3628
C -1.9768 3.2165 -5.3724
C -5.2036 4.2183 -8.4223
H -7.0641 2.4152 -8.3317
H -6.3032 1.2973 -7.1088
H -5.5456 1.4350 -8.7161
H -7.1736 3.8068 -6.3753
H -5.7975 4.7950 -5.9699
H -6.0546 1.9373 -4.9682
H -6.3573 3.3545 -3.9873
H -4.0401 2.5587 -3.5496
H -4.1835 4.1972 -4.2646
H -2.8805 0.7477 -4.4407
H -2.7836 0.5961 -6.2059
H -4.3479 0.7172 -5.3987
H -1.2381 2.7247 -6.0713
H -1.6223 2.8291 -4.3936
H -2.0411 4.2961 -5.4830
H -4.6489 3.6901 -9.2008
H -4.5108 4.9614 -8.0162
H -6.1832 4.6230 -8.7090
C 4.7638 7.1329 -0.4861
C 5.2843 5.8486 -1.2206
C 4.1168 4.7878 -1.6214
C 4.5288 3.8798 -2.7279
C 4.9909 4.8535 -3.8827
C 6.3075 5.5703 -3.6321
N 6.1596 6.3612 -2.3533
O 6.6984 7.3922 -2.1679
C 6.6633 6.4755 -4.7879
C 7.4222 4.5408 -3.4518
C 6.2649 5.0437 -0.3260
H 5.5395 7.5348 0.1311
H 3.9760 6.7176 0.1286
H 4.4065 7.8377 -1.2637
H 3.1589 5.2652 -1.8874
H 4.0187 4.2189 -0.6794
H 3.7057 3.3226 -3.0734
H 5.2064 3.0230 -2.3993
H 4.1885 5.6229 -4.0112
H 5.1518 4.4365 -4.8701
H 6.5519 5.9071 -5.7265
H 7.7068 6.8934 -4.7336
H 6.0610 7.4138 -4.8718
H 7.6377 4.0964 -4.3969
H 7.1796 3.6919 -2.7932
H 8.3383 4.9408 -3.0306
H 5.8603 4.8820 0.6299
H 7.1865 5.6397 -0.3815
H 6.3641 4.0039 -0.6942
C -1.2926 -0.8891 6.4313
C -1.5992 -1.3753 4.9556
C -2.7448 -0.6213 4.2469
C -2.4146 0.8667 3.9715
C -1.2231 1.0724 3.0952
C 0.0283 0.2712 3.6744
N -0.2935 -1.1534 4.1933
O 0.3900 -2.0374 3.9169
C 0.6861 1.0451 4.9309
C 1.1817 0.0128 2.6649
C -1.8603 -2.9180 5.1513
H -2.1279 -1.2492 6.9528
H -1.1866 0.1931 6.6983
H -0.3858 -1.3980 6.7808
H -3.5220 -0.4388 4.9840
H -3.2076 -1.2798 3.4344
H -2.2359 1.1904 5.0054
H -3.4051 1.3337 3.7854
H -0.9222 2.1531 3.0653
H -1.4968 0.6175 2.0654
H 0.1554 1.6531 5.6845
H 1.4690 1.6982 4.4650
H 1.1891 0.2964 5.5468
H 2.0336 -0.5484 3.1769
H 1.5023 0.9905 2.2228
H 0.7519 -0.6019 1.8419
H -2.8830 -2.9757 5.5163
H -1.0907 -3.2658 5.8594
H -1.8134 -3.4654 4.2264
C 4.2592 -3.1683 1.4581
C 3.0148 -3.9510 0.9211
C 1.7589 -3.6338 1.7341
C 0.3911 -3.8912 0.9657
C 0.4153 -3.1171 -0.3145
C 1.4296 -3.6016 -1.2613
N 2.8357 -3.5019 -0.5171
O 3.7696 -3.2952 -1.1619
C 1.5110 -2.7136 -2.5012
C 1.2060 -5.1157 -1.7261
C 3.2939 -5.4547 0.7482
H 3.9570 -2.0878 1.4224
H 5.2183 -3.4091 0.9428
H 4.3682 -3.4595 2.5457
H 1.9062 -2.5771 1.9603
H 1.7954 -4.2337 2.6911
H -0.4021 -3.5934 1.6645
H 0.3102 -4.9704 0.7078
H 0.4213 -2.0109 -0.3653
H -0.5495 -3.3117 -0.8496
H 1.8584 -1.6950 -2.3129
H 0.4166 -2.6312 -2.7498
H 2.1220 -3.1476 -3.3285
H 1.0532 -5.9296 -1.0391
H 2.1190 -5.4261 -2.2542
H 0.5227 -5.0887 -2.5741
H 3.4975 -5.8597 1.7296
H 4.1665 -5.7214 0.1057
H 2.3630 -6.0181 0.4217
Cl 2.0675 -2.1715 5.7960
C -3.4040 -6.8754 2.6984
F -4.1987 -6.6105 3.7379
F -2.4940 -7.7253 3.0168
F -4.1483 -7.3710 1.6297
S -2.5935 -5.3118 1.9926
O -3.6170 -4.2871 2.1697
O -1.4974 -5.0497 2.8540
O -2.2891 -5.4478 0.5885
C 4.0967 1.3869 1.0902
F 3.4166 2.1539 1.9438
F 5.1602 2.1494 0.5812
F 4.6106 0.3630 1.8118
S 3.0368 0.7501 -0.3403
O 3.9527 0.6550 -1.4364
O 2.6662 -0.5724 0.1155
O 1.9021 1.6300 -0.4899
C -4.7007 -1.8109 -2.4772
F -5.8316 -1.9219 -1.7249
F -4.0213 -3.0071 -2.3102
F -4.9651 -1.6898 -3.7864
S -3.5748 -0.5729 -1.8408
O -3.5767 -0.9789 -0.4061
O -2.3187 -0.8707 -2.4619
O -4.1585 0.6889 -2.1992

Cartesian forces (eV/Å) of the 6 atoms listed first:
-0.531 1.486 -2.063
-2.323 -0.078 0.048
1.592 0.728 0.366
0.919 -0.426 -1.627
-0.086 0.123 0.865
0.606 0.383 0.599

Computed properties:
LUMO energy   -10.42 eV
Total charge   +2
Maximum force   6.774 eV Å⁻¹
2S+1   1
Orbital gap   1.08 eV
E_tot   -157197.895 eV